(1)
Molecular formula: C2H5S
Method: DFT, ωB97M-V/def2-TZVPD

Summary:
**Spin multiplicity**: 2
**ΔE to the lowest compared entry with this formula, charge and spin**: 14.47 kcal per mole
**Gap between HOMO and LUMO (alpha / beta)**: 3.044 / 6.637 eV
**Total energy**: -477.2043 Eh
**Max |F|**: 0.6 eV/Å
**Highest occupied orbital energy (alpha / beta)**: 4.3 / 0.7 eV
**Total charge**: -2

Each line ends with the natural charge from an NBO analysis.
Geometry (Å):
C1 -0.00206 -1.51110 0.78926  -0.822
H1 0.63223 2.70215 -0.32881  0.104
H2 -1.19580 -0.73774 -0.91533  0.125
S1 0.58447 3.43152 -1.45226  -1.109
C2 -0.36299 -0.59719 -0.22419  -0.721
H3 0.97761 -1.45667 1.26602  0.133
H4 0.07245 0.39257 -0.34974  0.175
H5 -0.70592 -2.22356 1.21505  0.114

(2)
Molecular formula: C4H5NO
Method: DFT, ωB97M-V/def2-TZVPD

Summary:
**ΔE to the lowest compared entry with this formula, charge and spin**: 96.11 kcal per mole
**Gap between HOMO and LUMO**: 9.533 eV
**Total energy**: -285.2614 Eh
**Max |F|**: 1.1 eV/Å
**Highest occupied orbital energy**: -8.7 eV

Each line ends with the natural charge from an NBO analysis.
Geometry (Å):
C1 0.44568 -0.32092 -1.09526  -0.453
H1 1.82109 0.06124 0.79714  0.231
C2 0.85319 -0.09938 0.34478  -0.094
C3 -0.39943 -0.59093 0.96336  -0.234
C4 -0.99252 -0.09338 -0.55414  0.617
N1 -0.22787 0.84424 0.62945  -0.538
H2 -0.32530 1.60672 1.27669  0.420
H3 -0.44654 -0.85826 2.02849  0.227
H4 0.56662 -1.33017 -1.50311  0.221
H5 0.80495 0.44619 -1.78489  0.212
O1 -2.05738 0.18026 -1.03783  -0.610

(3)
Molecular formula: C24H28N2O7
Method: DFT, ωB97M-V/def2-TZVPD

Summary:
**ΔE to the lowest compared entry with this formula, charge and spin**: 21.94 kcal per mole
**Gap between HOMO and LUMO**: 8.553 eV
**Total energy**: -1567.6105 Eh
**Max |F|**: 0.7 eV/Å
**Highest occupied orbital energy**: -7.9 eV

Each line ends with the natural charge from an NBO analysis.
Geometry (Å):
C1 0.51641 2.87258 -1.64048  -0.226
C2 -2.65948 4.23542 -2.79395  -0.071
C3 1.75276 3.15815 -1.16632  0.326
C4 2.40286 0.83306 -1.22462  0.298
C5 -1.99360 -1.70447 3.48766  -0.208
H1 -0.02259 -4.29011 6.27516  0.212
C6 -0.61137 -1.23623 1.46668  0.677
N1 -0.79632 -1.84182 2.66338  -0.442
O1 -0.21979 5.07549 -2.21522  -0.634
H2 -2.48282 -3.36876 4.82605  0.221
C7 0.37336 -3.94440 5.33198  -0.190
H3 -3.60208 3.74699 -2.53648  0.186
C8 -0.70823 -2.32850 -3.06592  -0.072
C9 2.34255 4.51628 -0.98400  -0.675
H4 -0.36804 -3.22931 -1.14930  0.230
C10 -1.17167 -3.16209 -1.87881  -0.633
H5 -1.44224 -4.16166 -2.20821  0.211
O2 -1.46718 0.17624 -0.26850  -0.494
H6 -2.57239 5.18614 -2.25700  0.199
H7 3.24901 4.61691 -1.58059  0.220
C11 3.58116 -0.07177 -1.11751  -0.651
O3 1.77438 -1.75189 -2.32906  -0.633
O4 -0.17989 1.66029 0.81010  -0.615
O5 -1.64655 3.34792 -2.33367  -0.517
H8 -0.72149 1.23367 -2.34594  0.274
H9 -2.03174 -2.69090 -1.40936  0.200
H10 3.91254 -0.38178 -2.10676  0.252
H11 -1.79887 -1.97050 5.65337  0.223
C12 0.03629 1.44100 -1.59148  -0.354
C13 1.39839 -3.04393 2.87644  -0.244
N2 2.60007 2.13167 -0.82954  -0.569
C14 -2.55725 4.47232 -4.29484  -0.634
H12 -1.51741 -2.18227 -3.78573  0.183
H13 -2.68001 -1.02592 0.80167  0.213
H14 2.23675 -4.97683 5.53200  0.213
C15 1.19451 0.47010 -1.71752  -0.172
O6 0.39823 -1.33037 0.80405  -0.611
C16 1.64025 -4.32685 4.91003  -0.225
H15 1.78623 -2.69753 1.93398  0.253
C17 -1.80304 -0.39934 0.97519  -0.181
H16 3.29165 -0.97755 -0.59005  0.260
H17 -3.38146 5.09914 -4.62348  0.213
C18 -1.74974 -2.56500 4.74003  -0.417
C19 2.13997 -3.88062 3.69853  -0.201
C20 -0.53740 1.13883 -0.21485  0.826
H18 -2.59371 3.52518 -4.82793  0.209
H19 -1.61954 4.97193 -4.52484  0.224
H20 0.14569 -2.80993 -3.55545  0.202
H21 -2.03333 0.38680 1.70460  0.219
H22 4.40283 0.41385 -0.59461  0.198
H23 -2.87134 -2.04632 2.93151  0.200
H24 3.12543 -4.18717 3.38202  0.215
H25 -2.14293 -0.65327 3.75109  0.205
H26 3.49693 2.37770 -0.43674  0.404
C21 -0.43512 3.88812 -2.08232  0.787
C22 0.13869 -2.66611 3.30529  0.220
C23 0.94549 -0.87256 -2.23356  0.782
O7 -0.32890 -1.02454 -2.64779  -0.517
C24 -0.37086 -3.11421 4.52325  -0.071
H27 1.63366 5.27862 -1.28602  0.280
H28 2.60229 4.66012 0.06440  0.224

(4)
Molecular formula: C44H50BKN13O7S
Method: DFT, ωB97M-V/def2-TZVPD

Summary:
**ΔE to the lowest compared entry with this formula, charge and spin**: 20.79 kcal per mole
**Gap between HOMO and LUMO**: 7.163 eV
**Total energy**: -3968.4393 Eh
**Max |F|**: 0.6 eV/Å
**Highest occupied orbital energy**: -5.4 eV
**Total charge**: -1

Each line ends with the Löwdin charge.
Geometry (Å):
H1 -2.68535 3.33808 -5.38001  0.111
H2 -3.08200 5.21215 -4.28404  0.076
C1 -3.85906 -3.37719 -4.85676  -0.109
C2 -3.02835 -2.69871 1.60584  -0.152
C3 2.43804 -0.99334 -3.18146  0.027
N1 0.36143 0.21850 5.31599  0.147
C4 0.24485 -3.19592 -3.01470  -0.027
H3 0.82847 -2.49683 0.23340  0.094
H4 2.23272 5.64570 -0.03568  0.100
N2 -3.95943 -2.01916 0.82640  0.057
H5 5.99830 -0.79367 3.21208  0.097
H6 -4.39594 0.98426 0.44690  0.099
O1 -5.93131 -2.10444 -2.77865  -0.316
C5 -1.00443 5.91834 2.76434  -0.099
H7 -5.16006 -4.64602 -3.62931  0.103
C6 -2.30140 2.81867 -4.50984  -0.090
C7 0.21413 4.17005 1.61838  -0.155
C8 6.53625 0.86889 0.80076  -0.036
C9 -4.28185 -4.00596 -3.53376  -0.299
C10 1.74314 -1.44744 -2.04598  -0.278
C11 1.75259 -3.19949 5.49414  -0.109
C12 0.77927 -2.55150 -1.90147  -0.154
H8 2.37807 -1.35139 -4.19545  0.105
H9 -2.54555 2.93004 3.13874  0.105
C13 -0.43086 -4.08859 -0.47530  -0.080
H10 4.56568 -1.32828 5.20250  0.104
H11 5.10956 1.01488 -3.04397  0.071
C14 -1.81770 3.66577 2.81996  -0.068
H12 0.81415 6.22777 1.68046  0.100
N3 1.37341 1.38947 3.59274  0.198
C15 -1.93095 -1.89297 1.71676  -0.040
C16 3.18991 3.71341 -0.44554  -0.274
H13 4.67607 1.53296 -0.93068  0.098
C17 2.26432 4.57702 0.09477  0.019
C18 3.62882 -1.79954 4.92712  -0.049
N4 3.15237 -0.20129 1.66742  0.137
H14 3.71500 1.93859 -3.59965  0.073
H15 -3.19631 0.77486 -0.83637  0.071
N5 -2.25095 3.55310 -3.35989  -0.072
S1 -4.67821 -2.71221 -2.38775  0.630
C19 3.21103 0.04930 -2.72272  -0.268
O2 -4.25858 -4.58068 1.95110  0.043
H16 -3.46075 -4.56299 -3.08183  0.077
N6 -2.13571 -0.76556 1.00561  0.097
C20 -0.74989 3.25812 2.03851  -0.042
C21 1.89885 -2.19446 3.31264  -0.035
H17 -3.01113 -2.70946 -4.70114  0.078
H18 -4.12984 -4.20173 -0.62229  0.100
H19 -1.54916 -5.62890 -1.46918  0.095
H20 1.53889 1.54258 2.60456  0.059
H21 -0.97864 -4.79240 -3.74026  0.096
C22 0.07043 5.50477 1.99240  -0.038
C23 -0.92434 -4.75010 -1.59136  -0.113
H22 -3.44817 5.06685 -2.54677  0.086
H23 3.37864 -2.76124 6.82723  0.093
O3 -1.81532 3.66258 -1.14417  0.011
C24 1.37798 3.75610 0.81252  -0.245
C25 -4.97659 -3.55324 -0.84625  -0.205
H24 4.40643 5.14703 -1.41472  0.076
N7 2.07755 -0.73339 -0.98327  0.023
N8 -1.38188 1.68318 -2.18484  0.041
N9 4.06584 0.41939 0.89785  0.029
H25 -4.67811 -2.81129 -5.29899  0.078
H26 1.22855 -3.82665 6.20484  0.095
H27 1.27488 0.07186 5.72243  0.077
H28 1.50047 -2.01703 2.32151  0.095
H29 7.40261 0.62617 1.41566  0.073
H30 -2.79210 5.31619 3.79243  0.092
H31 6.70478 0.47456 -0.20247  0.078
C26 4.37430 4.06537 -1.28604  -0.027
O4 -0.96189 -0.23764 -3.30904  -0.022
C27 3.11112 -1.59150 3.64898  -0.166
H32 -1.94291 0.96037 -5.45781  0.093
C28 -1.90148 1.53979 -4.54775  -0.008
C29 -5.20252 -2.53032 0.26865  -0.134
C30 -1.38236 0.92722 -3.32052  -0.536
H33 -5.77734 -2.99820 1.06049  0.120
H34 -0.68028 2.21478 1.77020  0.069
H35 -0.68141 -4.43411 0.52163  0.094
H36 -1.09688 6.96182 3.04077  0.092
C31 -1.79815 2.96236 -2.15936  -0.547
N10 2.97631 0.18845 -1.39128  0.031
C32 0.39541 0.53807 3.95781  -0.657
C33 3.82015 -0.76553 2.65980  -0.266
C34 -1.95324 4.99776 3.18557  -0.103
K1 -0.06869 0.54171 -0.32179  0.733
C35 -3.35179 -0.85181 0.48731  -0.306
H37 0.28023 -3.44703 3.95042  0.095
C36 1.22198 -2.98594 4.22713  -0.082
C37 -0.58898 -4.29139 -2.86080  -0.099
H38 -0.23403 -0.58267 5.46279  0.088
H39 4.24445 0.52638 -4.50976  0.076
C38 -3.97587 0.26862 -0.26419  0.024
H40 -1.85056 5.59299 -3.05655  0.088
H41 5.30890 3.74667 -0.82286  0.071
C39 5.19575 -0.46795 2.57003  0.012
H42 6.46935 1.95490 0.71736  0.071
N11 2.85704 2.45504 -0.07185  0.036
H43 1.97953 1.81801 4.26624  0.109
H44 -5.76902 -1.67902 -0.10338  0.119
C40 4.12553 0.93161 -3.50540  -0.029
B1 3.67021 1.15991 -0.39504  -0.482
H45 -4.74887 -0.05042 -0.95738  0.066
H46 4.32920 3.60633 -2.27280  0.061
H47 -5.87117 -4.16041 -0.98565  0.114
N12 1.74400 2.48227 0.71088  0.069
C41 -2.68181 4.93373 -3.30927  -0.048
H48 -3.56446 -4.16364 -5.55169  0.076
C42 2.95921 -2.60369 5.84054  -0.107
O5 -2.30119 -4.42531 2.85217  0.061
O6 -0.42483 0.07710 3.17147  -0.001
H49 0.47468 -2.82234 -4.00393  0.111
C43 0.41172 -2.99777 -0.63238  -0.025
C44 5.30918 0.28788 1.42301  -0.279
N13 -3.20785 -3.97859 2.16795  -0.340
H50 -1.03246 -2.06306 2.28684  0.101
O7 -3.51175 -1.88893 -2.23297  -0.272

Q: Look up the ΔE to the lowest compared entry with this formula, charge and spin of the first one.
A: 14.47 kcal per mole